C4H7NO in the gas phase at a distorted geometry, computed with wB97M-V/def2-TZVPD.

CARTESIAN COORDINATES (ANGSTROEM)
O (-2.18, -2.19, 1.00)
N (0.09, -0.30, -0.94)
C (0.04, 1.06, -0.55)
C (-0.44, -1.24, -0.28)
C (-1.67, -1.19, 0.54)
C (1.48, 0.82, 0.22)
H (-0.93, 1.42, -0.11)
H (1.37, 1.06, 1.27)
H (0.03, -2.21, -0.38)
H (-2.17, -0.20, 0.63)
H (0.29, 1.79, -1.33)
H (2.20, 1.43, -0.31)
H (1.92, -0.21, 0.19)

Properties
Lowest unoccupied orbital energy: -0.03 eV
Structure (SMILES): CC/N=C\C=O
HOMO level: -9.27 eV
HOMO-LUMO gap: 9.236 eV
Energy above the lowest of the compared OMol25 structures with the same formula, charge and spin: 320.9 kJ/mol
Calculated total energy: -286.50942 Ha